Formula: C15H54N16O12
Source: the Open Molecules 2025 dataset
Level of theory: ωB97M-V with the def2-TZVPD basis set

Bonds (Å) are listed after each position.
CARTESIAN COORDINATES (ANGSTROEM)
1 C 0.521 -0.841 -4.519  C2 1.524, H4 1.074, H5 1.114, H6 1.068
2 C 2.028 -0.665 -4.376  C1 1.524, O3 1.380, H7 1.068, H8 1.075
3 O 2.484 0.536 -4.881  C2 1.380, H9 0.970
4 H -0.067 -0.444 -3.713  C1 1.074
5 H 0.396 -1.940 -4.653  C1 1.114
6 H 0.236 -0.353 -5.425  C1 1.068
7 H 2.590 -1.402 -4.906  C2 1.068
8 H 2.331 -0.646 -3.345  C2 1.075
9 H 3.450 0.503 -4.796  O3 0.970
10 C -2.766 -4.132 1.206  C11 1.505, H13 1.093, H14 1.041, H15 1.125
11 C -4.023 -3.819 1.973  C10 1.505, O12 1.406, H16 1.128, H17 1.110
12 O -4.682 -2.643 1.575  C11 1.406, H18 1.000
13 H -2.017 -3.379 1.466  C10 1.093
14 H -2.895 -4.074 0.175  C10 1.041
15 H -2.485 -5.218 1.285  C10 1.125
16 H -3.685 -3.872 3.048  C11 1.128
17 H -4.703 -4.673 1.774  C11 1.110
18 H -4.013 -1.912 1.711  O12 1.000
19 C 1.561 -1.643 4.266  C20 1.526, H22 1.051, H23 1.091, H24 1.118
20 C 0.311 -1.162 3.534  C19 1.526, O21 1.418, H25 1.098, H26 1.104
21 O -0.414 -2.243 2.971  C20 1.418, H27 0.982
22 H 2.208 -1.973 3.507  C19 1.051
23 H 1.483 -2.351 5.093  C19 1.091
24 H 2.035 -0.702 4.641  C19 1.118
25 H 0.618 -0.499 2.715  C20 1.098
26 H -0.232 -0.666 4.357  C20 1.104
27 H 0.155 -2.699 2.314  O21 0.982
28 C 0.851 3.043 -2.285  O29 1.339, N30 1.323, N31 1.276
29 O 0.973 1.722 -2.107  C28 1.339
30 N 0.888 3.635 -3.468  C28 1.323, H32 1.010, H33 1.054
31 N 0.585 3.876 -1.356  C28 1.276, H34 1.032, H35 1.023
32 H 1.104 3.111 -4.304  N30 1.010
33 H 1.150 4.630 -3.697  N30 1.054
34 H 0.601 3.510 -0.391  N31 1.032
35 H 0.408 4.865 -1.549  N31 1.023
36 C -0.817 2.643 2.423  O37 1.408, N38 1.297, N39 1.282
37 O -2.182 2.857 2.694  C36 1.408
38 N -0.338 2.794 1.227  C36 1.297, H40 1.097, H41 1.062
39 N 0.059 2.374 3.319  C36 1.282, H42 1.023, H43 1.084
40 H -1.075 2.934 0.426  N38 1.097
41 H 0.576 2.264 1.118  N38 1.062
42 H -0.251 2.225 4.282  N39 1.023
43 H 1.129 2.455 3.163  N39 1.084
44 C 4.016 0.945 -1.407  O45 1.347, N46 1.306, N47 1.287
45 O 3.939 1.928 -2.325  C44 1.347
46 N 5.158 0.662 -0.839  C44 1.306, H48 1.046, H49 1.042
47 N 3.049 0.245 -0.925  C44 1.287, H50 1.034, H51 0.995
48 H 5.983 1.253 -1.094  N46 1.046
49 H 5.260 0.260 0.117  N46 1.042
50 H 2.146 0.459 -1.381  N47 1.034
51 H 2.977 -0.589 -0.387  N47 0.995
52 C 2.886 1.697 2.161  O53 1.384, N54 1.302, N55 1.300
53 O 3.201 0.391 2.492  C52 1.384
54 N 2.707 2.692 2.981  C52 1.302, H56 1.018, H57 1.013
55 N 2.543 2.044 0.956  C52 1.300, H58 1.022, H59 1.005
56 H 3.091 2.526 3.909  N54 1.018
57 H 2.663 3.645 2.641  N54 1.013
58 H 2.763 1.341 0.247  N55 1.022
59 H 2.657 2.969 0.581  N55 1.005
60 C -2.798 2.429 -1.011  O61 1.369, N62 1.346, N63 1.348
61 O -2.441 1.562 -2.008  C60 1.369
62 N -2.003 3.466 -0.686  C60 1.346, H64 1.069, H65 1.046
63 N -3.948 2.325 -0.316  C60 1.348, H66 1.067, H67 1.039
64 H -1.077 3.691 -1.171  N62 1.069
65 H -2.419 4.244 -0.124  N62 1.046
66 H -4.767 1.688 -0.564  N63 1.067
67 H -4.132 2.944 0.498  N63 1.039
68 C 2.198 -2.477 0.203  O69 1.428, N70 1.295, N71 1.273
69 O 0.988 -2.957 0.789  C68 1.428
70 N 3.118 -1.834 0.848  C68 1.295, H72 1.003, H73 0.972
71 N 2.465 -2.554 -1.039  C68 1.273, H74 1.044, H75 1.075
72 H 2.927 -1.560 1.794  N70 1.003
73 H 4.031 -1.698 0.545  N70 0.972
74 H 1.688 -2.953 -1.610  N71 1.044
75 H 3.411 -2.347 -1.505  N71 1.075
76 C -3.615 0.001 2.414  O77 1.400, N78 1.320, N79 1.317
77 O -4.619 0.840 2.912  C76 1.400
78 N -2.875 -0.799 3.158  C76 1.320, H80 1.043, H81 0.998
79 N -3.402 -0.034 1.115  C76 1.317, H82 1.044, H83 1.027
80 H -3.064 -0.860 4.182  N78 1.043
81 H -2.056 -1.285 2.859  N78 0.998
82 H -3.597 0.832 0.566  N79 1.044
83 H -2.539 -0.452 0.746  N79 1.027
84 C -2.656 -2.040 -3.542  O85 1.349, N86 1.283, N87 1.297
85 O -3.399 -1.502 -4.531  C84 1.349
86 N -2.399 -1.314 -2.516  C84 1.283, H88 1.017, H89 0.995
87 N -1.978 -3.140 -3.659  C84 1.297, H90 1.048, H91 1.008
88 H -2.576 -0.314 -2.571  N86 1.017
89 H -2.005 -1.701 -1.688  N86 0.995
90 H -1.935 -3.421 -4.668  N87 1.048
91 H -1.222 -3.457 -3.073  N87 1.008
92 C -0.367 -0.320 -0.177  O93 1.416, H94 1.040, H95 1.101, H96 1.099
93 O -1.176 -1.429 0.171  C92 1.416, H97 0.970
94 H 0.315 -0.625 -0.901  C92 1.040
95 H 0.304 0.145 0.561  C92 1.101
96 H -0.915 0.514 -0.638  C92 1.099
97 H -0.566 -2.129 0.452  O93 0.970

Output
Electronic energy = -64839.52436 eV
Orbital gap = 0.2602 Eh
Energy above the lowest of the compared OMol25 structures with the same formula, charge and spin = 0.0 kJ/mol
E_LUMO = -0.7 eV
Total charge = 0